{
  "formula": "C47H36BF4N4O3PTa",
  "method": "ωB97M-V/def2-TZVPD",
  "charge": 1,
  "energy_ha": -3080.258540,
  "gap_ev": 6.18,
  "homo_energy_ev": -10.2075,
  "de_lowest_kcal_mol": 14.9,
  "lumo_ev": -4.02,
  "elements": ["H", "C", "C", "H", "H", "O", "C", "N", "H", "C", "H", "C", "F", "C", "H", "N", "H", "H", "C", "C", "C", "C", "H", "C", "C", "C", "C", "C", "H", "B", "C", "C", "F", "C", "C", "H", "C", "H", "H", "H", "C", "C", "C", "H", "C", "C", "C", "H", "H", "H", "F", "C", "C", "H", "H", "F", "N", "P", "H", "H", "H", "C", "H", "C", "H", "H", "C", "H", "N", "C", "C", "H", "C", "H", "C", "C", "C", "C", "H", "C", "H", "C", "H", "H", "C", "C", "C", "C", "C", "O", "H", "C", "H", "Ta", "H", "C", "O"],
  "coordinates": [[1.312621, 7.575229, -0.645639], [3.160262, -3.000370, -1.710842], [-2.918414, -3.618014, -1.863003], [1.694340, 1.475184, -5.489872], [-4.790533, -4.676432, -2.046430], [-2.358340, 0.489045, -0.981931], [4.928606, 0.979263, 2.112538], [2.916188, -0.207960, 1.742301], [-1.157378, -2.518924, -1.429450], [1.254607, 5.786349, 0.534784], [1.054909, 6.305207, 1.461269], [-0.462883, 0.592714, 1.974597], [-2.951713, 3.107963, -1.053935], [1.399435, 6.498235, -0.648284], [6.174351, 3.757597, 0.648703], [-0.229258, -0.489713, -2.133967], [3.779373, 0.152558, -5.612033], [-2.205584, -0.499930, 4.704818], [1.760538, 1.671148, -3.363215], [4.276668, 2.877559, 0.241544], [-1.419931, -0.076051, 2.743839], [0.456206, 1.383236, 2.666693], [-5.671153, -3.822841, 0.095075], [2.276680, -2.609125, -0.698664], [1.361630, 4.408863, 0.530224], [-2.676614, -2.182172, 0.058131], [1.658576, 5.826642, -1.831422], [0.428795, 1.497323, 4.049494], [0.945453, -2.191690, 1.346076], [-1.643227, 3.238954, -0.815655], [-4.700383, -3.511997, -0.267685], [2.390873, -3.181662, 0.574329], [-1.290867, 2.502547, 0.458061], [-2.921633, 0.094047, -4.555441], [-1.466349, 0.039939, 4.130525], [0.846550, 2.248704, -3.325904], [4.115346, 0.212233, -3.496580], [5.179247, 0.223965, 2.846138], [2.005832, 3.936922, -2.767545], [1.779802, 6.377130, -2.753622], [-4.331193, 0.765562, -2.237200], [-4.951236, 0.747109, -3.466636], [-0.537039, 0.828049, 4.784841], [5.038186, -5.206612, 0.013305], [-3.938191, -2.622147, 0.517560], [5.488641, 2.957591, 0.882049], [4.265442, -4.478537, -0.192174], [-2.372706, -0.191224, -5.442640], [-2.503424, -4.050512, -2.762609], [4.219039, 0.448960, -1.373301], [-1.169631, 4.477405, -0.814372], [3.690677, 0.866814, 1.446213], [-2.335369, -0.954016, 2.003815], [4.834923, -4.214822, -2.251072], [3.041812, -2.555722, -2.687915], [-0.828051, 2.336912, -1.685495], [0.795989, -1.424130, -2.190449], [1.848989, 1.930834, -0.559308], [1.234285, 1.922977, 2.142218], [-4.860409, 1.037199, -1.336534], [-6.001802, 0.994737, -3.531906], [3.649387, 0.659707, -2.268487], [-0.543412, -0.965706, -4.080270], [-3.560180, -1.406940, 2.547662], [6.749342, 2.040922, 2.368351], [1.250985, 3.868597, 1.461151], [2.234942, 1.230366, -4.585436], [2.013367, -0.350380, 1.329213], [-1.940435, -1.267769, 0.780053], [-2.970001, 0.472437, -2.155489], [-2.166871, -2.738371, -1.130310], [-5.343730, -2.497885, 2.153308], [-2.249580, 0.118533, -3.316913], [-0.560783, 0.913956, 5.861711], [-4.209107, -3.989290, -1.449148], [-4.250472, 0.419885, -4.633566], [5.807299, 1.994991, 1.840117], [3.409381, 0.491923, -4.654700], [3.461214, -4.549438, 1.802142], [1.622730, 3.729148, -0.659005], [-4.760606, 0.410711, -5.585055], [3.341044, 1.857065, 0.505798], [4.037227, 3.633274, -0.493676], [3.206892, -0.852296, 2.454861], [-4.374193, -2.184309, 1.789381], [1.773998, 4.444034, -1.839371], [2.462741, 1.385905, -2.189960], [-0.944943, -0.435772, -3.219319], [3.393442, -4.116676, 0.814387], [1.573217, -2.880618, 1.611935], [-3.854273, -1.081099, 3.532469], [1.233710, -1.632739, -0.998190], [1.166350, 2.109845, 4.551142], [-0.616501, 0.546361, -0.213384], [5.038606, -0.349497, -3.543050], [4.153004, -3.923523, -1.465401], [0.721758, -0.938190, 0.018129]],
  "forces_ev_per_angstrom": [[-0.0023, 0.0485, 0.0041], [-0.0042, -0.0546, 0.0290], [0.0389, 0.0399, 0.0182], [-0.0230, 0.0002, -0.0247], [-0.0191, -0.0247, -0.0184], [-0.4033, -0.1781, 0.1631], [-0.0076, 0.0121, 0.0101], [-0.0058, -0.0369, -0.0444], [0.0601, 0.0151, -0.0424], [0.0120, 0.0184, -0.0231], [-0.0100, 0.0258, 0.0380], [0.2372, 0.0701, 0.1957], [-0.3455, -0.0567, -0.1066], [-0.0018, -0.0303, 0.0076], [0.0295, 0.0395, -0.0140], [0.0214, 0.1509, 0.0542], [0.0133, -0.0174, -0.0321], [-0.0228, -0.0178, 0.0247], [-0.1112, -0.0980, 0.0319], [-0.0292, 0.0525, -0.0239], [-0.0112, 0.0034, -0.0573], [0.0313, 0.0678, 0.0008], [-0.0299, -0.0097, 0.0133], [-0.0185, -0.0372, -0.0226], [0.0398, -0.0045, -0.0252], [-0.1322, -0.0712, 0.0025], [-0.0103, 0.0069, 0.0213], [-0.0279, 0.0031, -0.0173], [0.0078, -0.0955, 0.0132], [0.2241, -0.1113, 0.0385], [-0.0040, -0.0083, -0.0324], [0.0866, 0.0802, 0.0273], [-0.0199, 0.0484, -0.0654], [0.0170, 0.0115, 0.0758], [-0.0106, 0.0110, -0.0723], [-0.0463, -0.0731, -0.0055], [0.0001, -0.0369, -0.0003], [0.0155, -0.0305, 0.0321], [0.0090, 0.1322, 0.1182], [0.0076, 0.0234, -0.0325], [0.1437, -0.0210, 0.0056], [0.0131, 0.0063, 0.0019], [0.0220, 0.0066, -0.0081], [0.0211, -0.0111, 0.0062], [0.1116, 0.0325, -0.0264], [-0.0196, -0.0066, 0.0032], [-0.0578, 0.0114, 0.0161], [0.0401, -0.0209, -0.0394], [0.0283, -0.0133, -0.0440], [0.0025, -0.0200, 0.0296], [0.0638, 0.2935, -0.0041], [-0.0215, 0.0214, -0.0473], [-0.0033, -0.0306, -0.0558], [0.0103, 0.0004, -0.0192], [0.0127, 0.0431, -0.0637], [0.0957, -0.1438, -0.0450], [0.1470, -0.0551, -0.0099], [0.1489, -0.1009, 0.0756], [-0.0263, -0.0140, 0.0110], [-0.0196, 0.0014, 0.0460], [-0.0285, 0.0071, 0.0117], [-0.0557, -0.0026, 0.0088], [-0.0007, -0.0075, 0.0197], [0.0025, -0.0116, -0.0263], [0.0372, 0.0036, 0.0227], [0.0042, 0.0013, 0.0067], [0.0140, -0.0226, -0.0355], [0.1113, 0.0342, 0.0329], [0.0289, 0.1342, 0.1437], [-0.1049, 0.0762, -0.4928], [-0.0564, -0.0016, 0.0188], [-0.0334, -0.0105, 0.0230], [-0.1875, 0.0895, 0.1340], [-0.0030, -0.0017, 0.0378], [-0.0368, -0.0069, 0.0194], [-0.0062, -0.0019, -0.0144], [-0.0459, -0.0254, -0.0205], [0.0049, 0.0239, 0.0185], [0.0095, -0.0198, 0.0398], [-0.0732, -0.0032, -0.0127], [-0.0117, 0.0017, -0.0337], [0.0074, -0.1121, 0.0106], [-0.0038, 0.0029, -0.0139], [-0.0354, -0.0064, -0.0164], [0.0467, 0.0337, 0.0216], [0.0631, 0.0239, -0.0673], [0.0777, 0.0275, 0.0501], [0.1087, 0.0022, 0.0048], [-0.0153, -0.0178, 0.0133], [-0.0303, -0.1104, 0.0994], [-0.0250, 0.0021, 0.0232], [0.1576, 0.0866, -0.3832], [0.0145, 0.0118, 0.0057], [-0.2333, -0.1231, 0.1951], [0.0148, -0.0106, 0.0002], [-0.0229, 0.0337, -0.0223], [0.0393, 0.0524, 0.0860]],
  "mulliken_charge": [0.40, -0.67, -0.80, 0.51, 0.43, 0.07, -0.73, 0.54, 0.42, -0.84, 0.47, -0.07, -0.21, -0.76, 0.48, 1.25, 0.43, 0.44, -0.86, -1.06, 1.64, 1.00, 0.45, 0.31, -0.16, 0.18, -0.91, -1.36, 0.17, -0.03, -0.80, 0.52, -0.40, -0.97, -0.75, 0.46, -0.70, 0.45, 0.56, 0.45, -0.65, -0.67, -1.12, 0.43, 0.87, -1.00, -0.43, 0.50, 0.51, 0.28, -0.16, 0.55, 1.04, 0.46, 0.55, -0.31, -0.95, 3.26, 0.10, 0.64, 0.48, -0.93, 0.52, -1.21, 0.41, 0.48, -0.88, -1.00, 0.58, 0.66, -0.36, 0.46, 0.40, 0.42, -0.84, -0.80, -0.83, -0.90, 0.52, 0.22, 0.45, 0.70, 0.46, 0.21, -1.33, -0.24, 1.09, -0.65, -0.83, -0.76, 0.46, 0.71, 0.55, -0.33, 0.48, -1.10, 0.27]
}

***

{
  "formula": "C47H38FFeN7O7S",
  "method": "ωB97M-V/def2-TZVPD",
  "energy_ha": -4485.701879,
  "gap_ev": 7.75,
  "homo_energy_ev": -7.7866,
  "de_lowest_kcal_mol": 32.5,
  "lumo_ev": -0.04,
  "elements": ["N", "C", "C", "C", "H", "N", "H", "C", "H", "H", "C", "O", "C", "H", "C", "H", "O", "H", "C", "H", "C", "O", "C", "N", "H", "H", "C", "C", "C", "C", "Fe", "C", "H", "H", "C", "C", "H", "H", "H", "H", "H", "C", "C", "H", "H", "N", "N", "O", "H", "H", "H", "H", "O", "N", "C", "C", "C", "H", "C", "C", "C", "O", "O", "N", "H", "C", "S", "H", "C", "C", "H", "C", "C", "C", "C", "C", "H", "C", "C", "H", "C", "C", "C", "C", "H", "H", "C", "H", "H", "C", "H", "C", "C", "F", "C", "H", "H", "C", "C", "H", "C", "H"],
  "coordinates": [[0.231563, 0.761360, 2.722598], [-0.350846, 1.709780, 1.961549], [5.011046, -3.205887, -0.801729], [3.875043, -0.754728, -1.505392], [-3.752900, -1.598134, -0.751629], [-2.377292, -0.326020, 1.155253], [5.969488, 0.034286, 4.379975], [1.794834, -3.367774, -1.850960], [-8.249649, 1.767197, -2.485114], [-2.767221, 3.705964, -2.881611], [5.257728, -2.646870, -2.050969], [0.182885, 1.573257, -1.788918], [-6.709108, 3.004278, -3.373049], [-6.584542, 2.364199, -4.251678], [-3.800031, 0.974463, 2.561920], [1.093082, -0.939333, 4.262322], [-1.825081, -0.328858, -1.287281], [5.888032, -3.170569, -2.758596], [4.490712, -0.202201, 2.849650], [-1.383469, 4.872233, 2.262685], [1.409907, -3.336329, 1.148046], [1.847671, 0.536159, 0.099020], [-0.722264, 2.321370, -2.267744], [0.981846, -0.035671, 4.703918], [2.048440, -4.298720, -1.367454], [2.052309, -1.694121, -4.783099], [-1.690990, -0.742980, 2.226456], [5.676183, 1.846827, 3.263504], [-4.026485, 0.358724, -1.586358], [-2.170538, 1.886197, -2.070822], [-0.065147, 0.090797, -0.520202], [1.790111, -1.918287, -3.758249], [5.175154, 3.505816, 1.997293], [3.396802, 0.183763, -1.759346], [-3.122797, 2.765746, -2.487989], [1.110154, -0.981807, -3.002009], [5.438057, -4.163744, -0.537149], [2.216077, -3.999930, 0.833273], [-1.505832, -0.705193, 4.388360], [4.273584, -1.236612, 3.099120], [0.831313, -0.009462, -3.382356], [-6.749715, -0.095867, -1.352193], [3.659873, -1.318283, -0.258114], [-0.591665, 4.174111, 4.208960], [-5.535157, 4.944516, -4.662104], [-4.454860, 2.553022, -2.485223], [-0.645594, 2.951686, 2.540097], [1.661409, -3.531012, 4.645277], [6.407330, 2.406343, 3.833745], [-7.807309, -0.301115, -1.242887], [-7.378339, 3.818753, -3.654040], [-3.908838, 0.817943, 0.409833], [-0.536650, 3.368804, -2.896434], [0.775810, -1.216165, -1.731221], [1.115487, -2.376180, -1.150264], [-1.275571, 3.952109, 1.691914], [0.220613, 2.244319, 4.619655], [-5.515901, 4.331965, -2.194948], [-4.480746, -0.864758, -1.079301], [-3.390159, 0.508593, 1.323837], [-5.826542, -1.070706, -0.982741], [2.903095, -4.564615, 3.039183], [-0.676601, 1.564548, 0.777844], [-0.121223, -1.564760, 0.695899], [-2.253411, 3.598748, 1.364758], [0.480555, 0.982440, 3.997305], [2.586617, -0.497636, 0.906796], [3.973290, -2.985655, 1.071607], [-2.581547, 0.594791, -1.626521], [4.688895, -1.429097, -2.403065], [-3.404668, 0.830845, 4.683689], [3.820609, 0.427643, 1.812516], [1.999919, -3.874078, 3.512307], [-0.551526, -1.637088, 1.921586], [2.132378, -3.132361, -3.170054], [-0.343977, 3.188437, 3.838473], [-0.664369, 4.125585, 0.807604], [-2.053291, -0.359880, 3.526097], [0.058162, -2.474181, 2.853509], [-7.455580, 2.863924, -1.366735], [4.983629, 2.466289, 2.231277], [-6.319860, 1.117218, -1.838000], [5.434069, 0.514317, 3.570734], [4.198784, -2.543041, 0.106591], [2.664328, -3.886736, -3.735450], [0.449876, 2.434746, 5.656576], [-4.763129, 4.321767, -4.209018], [-4.637131, 1.656412, 2.644375], [-4.425270, 3.597577, -4.951376], [-5.361814, 3.607828, -3.003621], [-0.226465, -2.499301, 3.894858], [-3.115230, 0.511512, 3.690469], [1.133298, -3.259621, 2.499831], [-6.300332, -2.236667, -0.498020], [-4.938041, 1.344513, -1.981236], [3.483893, 2.210306, 0.687178], [-3.927835, 4.971025, -3.956412], [4.048333, 1.754327, 1.492127], [0.760135, -2.470906, 0.278388], [1.171671, 0.047518, 5.684714], [-7.284539, 2.200769, -2.221881], [4.872740, -1.005895, -3.382329]],
  "forces_ev_per_angstrom": [[0.7626, 0.8794, -0.3588], [0.2043, 0.4091, 0.1989], [0.0186, 0.0582, -0.0228], [0.2005, 0.0513, 0.1376], [-0.0882, 0.0648, -0.0517], [-0.0498, -0.7000, 1.3060], [-0.0186, 0.0056, -0.0184], [-0.2021, 0.0583, -0.0837], [0.0076, -0.0015, -0.0042], [0.0093, 0.0123, -0.0141], [0.0101, 0.0159, 0.0458], [0.1593, -0.1562, -0.0252], [0.0194, 0.0142, -0.0126], [-0.0017, -0.0075, 0.0007], [0.2412, -0.1166, 0.2074], [0.2020, -0.0217, 0.1474], [0.0921, 0.0833, -0.4349], [0.0045, 0.0013, 0.0018], [-0.0476, -0.1159, 0.0356], [-0.0003, -0.0064, -0.0232], [-0.0351, -0.3774, -0.6751], [-0.1471, 0.2262, -0.0113], [-0.1002, 0.3648, -0.0736], [0.0756, -0.1276, 0.0437], [0.0135, -0.0255, 0.0260], [-0.0062, -0.0156, 0.0084], [-1.3118, -0.0785, 0.0975], [0.0217, 0.0161, -0.0144], [-0.1733, -0.1307, -0.6773], [0.0022, 0.0893, 0.0147], [0.3258, 0.0077, -0.3591], [-0.0905, -0.1101, 0.0746], [-0.0079, -0.0093, 0.0010], [0.0275, 0.0013, 0.0219], [-0.0561, -0.0283, -0.0168], [-0.1080, -0.2339, 0.0391], [0.0191, -0.0152, 0.0121], [-0.4654, 0.1358, 0.0252], [0.0525, -0.1100, 0.0269], [0.0162, 0.0174, -0.0008], [-0.0145, 0.0396, -0.0030], [-0.0088, 0.0096, 0.0485], [0.2165, 0.0407, 0.0086], [0.0076, 0.0046, -0.0144], [0.0142, 0.0012, 0.0074], [0.0742, -0.0594, 0.0110], [0.0799, -0.1619, 0.0272], [0.5235, 0.0129, 1.9254], [-0.0162, -0.0104, -0.0107], [-0.0007, -0.0007, -0.0023], [0.0200, -0.0131, 0.0042], [0.2562, 0.0675, 0.9679], [-0.0526, -0.2311, 0.1616], [-0.1121, -0.1477, -0.1218], [0.0015, 0.0691, -0.3973], [-0.0313, 0.0679, -0.0602], [-0.0403, -0.1203, -0.0267], [-0.0241, -0.0221, -0.0089], [-0.1575, -0.3113, -0.2803], [-0.4408, 0.4223, 0.3090], [0.1052, -0.0357, 0.0309], [1.1994, -0.6581, 0.2698], [0.2498, 0.0314, 0.0578], [0.2848, 0.2957, -1.5981], [0.0146, 0.0017, 0.0116], [0.3063, 0.3403, 0.0237], [0.5583, 0.4598, 0.7052], [0.1578, 0.0333, 0.0331], [0.0267, 0.0304, -0.4103], [0.1258, 0.0018, 0.0897], [-0.0111, 0.0033, 0.0060], [-0.0090, 0.0719, -0.1177], [-0.1645, -0.2586, -0.1554], [-0.5695, -0.3162, 1.4403], [-0.1578, 0.0649, -0.0763], [-0.1001, -0.0028, -0.1180], [-0.0107, 0.0092, 0.0057], [-0.6189, -0.2171, -0.2404], [-0.4966, 0.2146, 0.1316], [-0.0109, -0.0130, -0.0052], [-0.0007, -0.0038, -0.0273], [-0.0578, -0.0173, 0.0109], [-0.0135, -0.0122, 0.0253], [0.2856, 0.0428, 0.0133], [0.0048, 0.0150, 0.0040], [0.0119, 0.0007, -0.0040], [-0.0076, 0.0353, 0.0007], [0.0208, -0.0158, 0.0275], [-0.0065, -0.0046, -0.0126], [-0.0246, 0.0370, 0.0279], [-0.2024, 0.0548, 0.0297], [-0.0269, -0.0317, -0.2433], [-1.3723, 0.9528, -1.9192], [0.0434, 0.0770, -0.0354], [0.0889, 0.0249, -0.0417], [0.0238, 0.0040, 0.0192], [-0.0011, -0.0061, -0.0021], [-0.0266, 0.0850, 0.0119], [0.4993, -1.0774, -0.1398], [0.0434, -0.0165, 0.0272], [-0.0299, 0.0214, 0.0085], [-0.0017, -0.0041, -0.0041]],
  "mulliken_charge": [1.16, -1.29, -0.73, -0.74, 0.60, 0.42, 0.46, -0.88, 0.43, 0.56, -0.69, -0.43, -0.99, 0.34, -1.06, -0.01, -0.73, 0.45, -0.33, 0.37, -1.16, -0.56, -0.21, -0.04, 0.55, 0.49, -0.54, -0.59, 0.33, 0.21, 0.48, -0.87, 0.45, 0.67, -0.61, -0.50, 0.50, 1.05, 0.48, 0.45, 0.57, -0.75, 0.53, 0.48, 0.43, 0.39, 0.46, -0.76, 0.40, 0.51, 0.42, 0.11, -0.86, 1.37, 0.56, -0.89, -1.38, 0.13, -0.29, 0.05, 0.00, -0.75, -0.05, 0.40, 0.22, 0.39, 0.73, 0.54, 1.13, -0.83, 0.46, 0.63, 0.62, 0.83, -0.65, -0.51, 0.29, -0.44, -1.03, 0.32, -0.96, 0.84, -0.81, -0.50, 0.47, 0.50, -1.72, 0.53, 0.39, 0.38, 0.98, -0.93, -0.10, -0.37, -0.32, 0.51, 0.51, -0.38, 0.14, 0.24, -1.13, 0.49]
}